Record 1
{"formula": "C3H6O", "method": "ωB97M-V/def2-TZVPD", "elements": ["C", "C", "C", "O", "H", "H", "H", "H", "H", "H"], "xyz": [[-0.97210, 0.49918, -0.19691], [0.32410, 0.12624, 0.54953], [1.43157, -0.52648, -0.23384], [1.61785, 0.77513, 0.06960], [-0.86152, 1.62977, -0.22703], [-1.96406, 0.21387, 0.43048], [-1.04562, 0.16413, -1.13180], [0.27134, -0.07533, 1.67700], [2.09546, -1.16824, 0.15009], [1.31853, -0.69648, -1.21162]], "forces_ev_per_angstrom": [[-0.444, 2.874, 5.897], [1.405, -1.297, -0.380], [-2.324, 0.924, 1.879], [-1.775, 2.227, 1.584], [-0.843, -1.128, -0.120], [2.488, 0.679, -1.434], [-0.124, -1.587, -3.665], [0.283, 0.588, -1.881], [2.349, -2.526, 2.029], [-1.015, -0.753, -3.908]], "e_tot_ha": -193.051442, "homo_lumo_gap_ha": 0.4201, "e_above_lowest_kcal_mol": 57.6, "e_homo_ev": -10.220, "multiplicity": 1, "smiles": "C[C@H]1CO1"}

=====

Record 2
{"formula": "C34H40ClIN3O2P2Sn", "method": "ωB97M-V/def2-TZVPD", "elements": ["Sn", "I", "C", "N", "C", "N", "C", "N", "C", "P", "C", "C", "H", "H", "H", "H", "H", "H", "H", "H", "H", "H", "H", "H", "H", "C", "O", "C", "C", "H", "H", "H", "H", "H", "H", "O", "P", "C", "C", "C", "C", "C", "C", "C", "C", "C", "C", "C", "C", "C", "C", "C", "C", "C", "C", "H", "H", "H", "H", "H", "H", "H", "H", "H", "H", "H", "H", "H", "H", "H", "Cl", "C", "C", "C", "C", "C", "C", "C", "H", "H", "H", "H", "H", "H"], "xyz": [[2.58015, 0.99302, 0.28050], [5.02708, 2.65352, 0.15421], [1.82402, 4.75552, -0.50686], [1.01214, 3.62057, -1.19195], [-0.43225, 3.46394, -0.64885], [-0.65900, 3.92558, 0.66805], [-0.03397, 5.21483, 0.88148], [1.40770, 5.14212, 0.79086], [2.00313, 4.41480, 1.92861], [1.44012, 2.62887, 2.06190], [1.73999, 2.31377, -1.37839], [-0.35414, 2.97418, 1.74324], [1.70082, 5.60198, -1.19039], [2.85877, 4.41642, -0.50352], [0.86588, 3.98040, -2.13238], [-0.67321, 2.40741, -0.74485], [-1.04354, 4.04141, -1.34890], [-0.30848, 5.58410, 1.87064], [-0.40423, 5.91740, 0.12583], [1.73076, 4.96839, 2.83373], [3.08970, 4.44264, 1.83339], [1.05802, 1.70161, -1.96783], [2.60191, 2.54453, -2.01034], [-0.79151, 3.37978, 2.66176], [-0.85269, 2.02374, 1.54431], [3.74116, 1.29535, 4.08982], [2.50094, 0.79280, 3.64733], [1.45888, 1.75243, 3.53502], [1.01678, 2.35186, 4.84585], [3.71590, 1.59814, 5.14397], [4.05492, 2.15374, 3.48270], [4.47851, 0.49860, 3.97390], [1.77630, 2.95215, 5.37140], [0.70199, 1.56539, 5.53990], [0.14934, 3.00303, 4.70138], [1.61532, -1.13357, -1.31661], [0.27490, -1.85290, -1.23826], [0.97083, -3.53794, -1.89757], [2.18765, -3.96778, -1.35723], [2.75633, -5.17852, -1.70815], [2.12187, -6.01084, -2.62511], [0.91763, -5.60892, -3.17443], [0.35436, -4.38779, -2.81072], [-0.24192, -2.68830, 0.30786], [-1.18804, -3.70410, 0.36269], [-1.55163, -4.26253, 1.57958], [-0.93835, -3.84367, 2.75174], [0.04686, -2.86659, 2.69899], [0.38434, -2.28686, 1.48618], [-0.96206, -1.75331, -2.57644], [-2.30959, -2.07477, -2.46091], [-3.15563, -1.96286, -3.55698], [-2.66626, -1.52191, -4.77635], [-1.32159, -1.19559, -4.89678], [-0.47677, -1.31558, -3.80717], [2.70043, -3.32223, -0.65373], [3.70220, -5.47702, -1.27059], [2.56513, -6.95827, -2.90814], [0.40895, -6.24291, -3.89190], [-0.59037, -4.10821, -3.26246], [-1.63692, -4.07802, -0.54907], [-2.30775, -5.03745, 1.61052], [-1.21655, -4.28596, 3.70018], [0.54915, -2.54231, 3.60163], [1.14300, -1.51289, 1.45725], [-2.71498, -2.40210, -1.51276], [-4.20452, -2.21222, -3.44802], [-3.32976, -1.43052, -5.62763], [-0.93019, -0.85229, -5.84655], [0.57702, -1.08033, -3.90052], [-2.47455, 1.41534, -2.41464], [-2.95902, 0.63832, -0.91336], [-4.31212, 0.66028, -0.61790], [-4.76941, 0.06685, 0.54471], [-3.84917, -0.52540, 1.40493], [-2.50551, -0.53499, 1.08830], [-2.00302, 0.02982, -0.09733], [-0.57096, -0.08244, -0.42812], [-4.99397, 1.14098, -1.30706], [-5.82533, 0.07777, 0.78072], [-4.18122, -0.98362, 2.32726], [-1.80141, -1.00013, 1.76802], [-0.28691, 0.63836, -1.18493], [0.01759, 0.08195, 0.48132]], "forces_ev_per_angstrom": [[0.081, -0.255, 0.134], [0.152, 0.193, 0.030], [-0.024, -0.035, -0.187], [0.026, 0.075, 0.012], [-0.030, 0.060, -0.143], [0.046, 0.048, 0.082], [-0.066, 0.074, 0.037], [0.015, 0.018, 0.099], [-0.007, 0.129, -0.087], [-0.097, -0.325, -0.044], [0.074, 0.018, -0.107], [-0.075, 0.008, 0.053], [0.009, -0.014, 0.020], [0.019, 0.019, -0.002], [-0.011, -0.022, 0.021], [0.020, 0.209, 0.071], [0.023, -0.026, 0.042], [-0.001, 0.004, -0.017], [-0.003, -0.015, 0.006], [0.000, -0.049, 0.027], [0.012, -0.017, 0.021], [0.087, -0.081, -0.064], [0.003, 0.020, 0.038], [0.000, -0.052, 0.004], [0.011, 0.045, -0.007], [0.057, 0.002, 0.003], [-0.080, -0.078, -0.053], [0.153, 0.228, 0.097], [-0.050, -0.049, 0.006], [-0.027, 0.013, 0.003], [0.017, 0.010, -0.015], [-0.012, 0.006, 0.011], [0.021, -0.008, -0.010], [-0.007, -0.034, 0.004], [0.009, 0.010, -0.020], [-0.408, 0.291, -0.065], [0.396, -0.216, 0.133], [0.039, 0.083, 0.000], [0.017, 0.061, 0.042], [0.035, -0.084, -0.022], [0.017, -0.017, 0.004], [-0.006, -0.014, -0.004], [-0.088, -0.043, -0.008], [-0.015, 0.050, 0.045], [-0.026, -0.013, -0.026], [-0.016, -0.024, 0.055], [-0.014, -0.012, 0.003], [0.039, -0.008, 0.021], [0.049, -0.083, 0.011], [-0.022, 0.110, 0.031], [-0.034, 0.028, 0.030], [-0.019, -0.004, 0.030], [-0.024, 0.004, -0.024], [-0.030, 0.011, -0.064], [0.018, 0.012, 0.035], [-0.005, 0.021, -0.004], [0.007, -0.001, 0.002], [0.009, -0.004, 0.007], [-0.006, -0.004, -0.012], [-0.010, 0.011, -0.022], [-0.003, -0.006, -0.017], [-0.013, -0.012, -0.002], [-0.007, -0.007, 0.012], [0.001, 0.016, 0.011], [0.018, 0.000, 0.017], [-0.013, 0.010, 0.041], [0.001, -0.001, -0.009], [0.006, 0.002, -0.006], [0.006, 0.005, -0.018], [0.041, 0.008, 0.005], [-0.072, -0.072, -0.066], [0.003, 0.029, -0.177], [-0.065, 0.013, -0.006], [0.012, -0.011, 0.047], [-0.044, 0.038, -0.062], [-0.009, -0.022, 0.098], [0.084, -0.112, 0.020], [-0.135, 0.016, -0.032], [-0.005, 0.000, 0.009], [-0.015, -0.002, 0.002], [-0.014, -0.015, 0.030], [-0.038, 0.035, -0.013], [0.000, -0.131, -0.063], [0.014, -0.066, -0.081]], "e_tot_ha": -3289.208330, "homo_lumo_gap_ha": 0.2099, "e_above_lowest_kcal_mol": 35.2, "e_homo_ev": -3.691, "charge": -1, "multiplicity": 1}

=====

Record 3
{"formula": "C5H10N4O", "method": "ωB97M-V/def2-TZVPD", "elements": ["C", "C", "C", "C", "C", "N", "N", "N", "N", "O", "H", "H", "H", "H", "H", "H", "H", "H", "H", "H"], "xyz": [[-0.70829, -0.61466, 0.17667], [0.08906, 0.50130, 0.72634], [0.10078, -0.77008, 1.41153], [-2.20663, -0.97787, 0.41727], [0.16903, 1.92930, 1.12091], [-0.30847, -0.99644, -1.12805], [0.84260, -0.40529, -1.38837], [1.40493, 0.46034, -0.63432], [1.62480, -0.78048, -2.46638], [2.08229, 1.47646, -0.81869], [-0.68440, -0.95384, 2.23583], [1.01378, -1.29247, 1.52086], [-2.71804, -0.17644, 0.90769], [-2.25700, -1.80706, 0.99247], [-2.52218, -1.32049, -0.58291], [0.80966, 2.35320, 0.34157], [0.60792, 2.29295, 2.03033], [-0.72670, 2.42999, 1.06593], [2.29962, -0.02154, -2.80615], [1.08725, -1.32687, -3.12253]], "forces_ev_per_angstrom": [[-1.918, -0.301, -0.688], [2.321, 2.079, -0.889], [-0.799, -1.100, 1.967], [1.787, 1.939, -3.078], [1.025, -0.351, -0.859], [1.707, -0.504, -0.538], [1.147, 0.426, -1.600], [-4.636, -1.140, 5.531], [0.721, 0.611, -0.614], [1.390, 0.191, -1.758], [1.819, 0.698, -0.836], [0.719, -0.726, -0.004], [-0.695, 0.501, -0.241], [-0.017, -2.622, 2.084], [-0.715, 0.817, 0.440], [-0.051, 0.350, 0.015], [0.439, -0.913, 0.859], [-2.413, 1.021, -0.390], [-1.842, -1.320, 0.762], [0.010, 0.341, -0.162]], "e_tot_ha": -490.489099, "homo_lumo_gap_ha": [0.3015, 0.3014], "e_above_lowest_kcal_mol": 196.6, "e_homo_ev": [-7.419, -7.417], "multiplicity": 1}

=====

Record 4
{"formula": "C6H11FS", "method": "ωB97M-V/def2-TZVPD", "elements": ["C", "C", "C", "C", "C", "C", "H", "H", "H", "H", "H", "H", "H", "H", "H", "H", "H", "F", "S"], "xyz": [[-0.29930, 1.60044, -1.43999], [-0.49706, 0.92157, -0.02651], [0.83854, 0.91305, 0.88236], [1.15059, -0.57138, 0.14664], [-0.42043, -0.45039, -0.35359], [-1.44671, -1.29457, 0.54390], [0.54615, 0.97165, -2.09622], [0.02318, 2.66647, -1.61063], [-1.26312, 1.41857, -2.05073], [-1.43707, 1.20796, 0.46275], [0.83697, 0.61329, 2.19357], [1.56693, 1.70937, 0.95684], [1.78329, -0.76261, -0.78868], [2.68117, -2.40645, 1.05410], [-0.54256, -0.82755, -1.48930], [-1.32297, -2.43566, 0.39870], [-1.40852, -0.92249, 1.55893], [-2.60075, -0.84477, 0.01511], [1.81166, -1.50650, 1.64275]], "forces_ev_per_angstrom": [[0.974, -0.635, -2.460], [1.169, 4.427, -0.119], [-0.286, -2.879, 1.470], [-0.521, 1.394, 0.434], [1.208, -7.481, 0.324], [2.811, -0.252, -1.909], [-2.059, 1.543, 1.909], [-0.554, -0.901, 0.883], [1.405, 0.370, 1.031], [0.325, 0.339, -0.246], [-0.944, 0.836, -3.992], [0.066, 0.290, -0.873], [-0.374, 0.866, 1.722], [-0.771, 0.522, 0.249], [0.056, 1.040, 2.663], [-0.301, 1.870, 0.513], [0.237, -0.506, 0.504], [-2.504, -0.171, -0.423], [0.063, -0.672, -1.680]], "e_tot_ha": -733.117903, "homo_lumo_gap_ha": 0.3564, "e_above_lowest_kcal_mol": 77.6, "e_homo_ev": -8.941, "multiplicity": 1}

=====

Record 5
{"formula": "C16H20Cl3N2ORuSi", "method": "ωB97M-V/def2-TZVPD", "elements": ["Ru", "O", "C", "C", "C", "C", "C", "C", "C", "C", "N", "H", "H", "H", "H", "H", "H", "H", "H", "H", "H", "H", "Cl", "Si", "Cl", "Cl", "C", "C", "C", "C", "C", "C", "C", "C", "N", "H", "H", "H", "H", "H", "H", "H", "H", "H"], "xyz": [[0.55368, -0.72233, -0.90799], [2.16477, 0.42622, -2.03995], [1.79876, 1.49632, -2.92951], [1.58024, 2.79820, -2.17535], [0.64975, 2.62585, -0.96609], [-0.70121, 2.14147, -1.39269], [-1.65407, 3.02155, -1.88893], [-2.88244, 2.54215, -2.30361], [-3.13723, 1.18219, -2.21270], [-2.14326, 0.35928, -1.72858], [-0.94939, 0.82335, -1.32406], [2.93556, 0.67139, -1.51817], [0.88398, 1.15342, -3.41146], [2.56513, 1.60165, -3.69786], [1.15914, 3.51947, -2.88053], [2.53447, 3.21280, -1.84032], [0.56013, 3.57030, -0.42871], [1.07300, 1.90159, -0.26773], [-1.42235, 4.07702, -1.93877], [-3.63134, 3.21850, -2.69346], [-4.08363, 0.76054, -2.51821], [-2.28406, -0.71073, -1.65998], [0.21966, -1.81454, -2.99529], [1.60975, -2.66478, -1.33417], [3.43850, -2.84814, -2.17592], [0.88020, -4.54224, -1.11314], [1.92275, 0.21203, 2.78163], [0.84351, -0.78161, 3.09195], [0.58146, -1.18569, 4.38434], [-0.42737, -2.10696, 4.64186], [-1.20028, -2.63689, 3.61415], [-0.98389, -2.26394, 2.30304], [-1.82719, -2.80904, 1.19116], [0.05581, -1.33204, 2.04658], [0.29249, -0.92341, 0.78268], [2.45190, 0.50027, 3.68719], [1.50036, 1.11060, 2.32960], [2.64374, -0.20262, 2.07697], [1.16881, -0.78509, 5.20013], [-0.61705, -2.41505, 5.66189], [-1.98371, -3.34732, 3.84215], [-2.56918, -3.50145, 1.58295], [-1.22387, -3.33188, 0.44941], [-2.34605, -2.00039, 0.67553]], "forces_ev_per_angstrom": [[0.244, 0.815, 2.884], [-0.346, -0.278, -0.352], [-0.001, 0.149, 0.004], [0.018, -0.029, -0.024], [0.098, 0.019, -0.044], [-0.090, -0.008, 0.105], [-0.042, -0.011, 0.068], [0.014, 0.035, -0.010], [0.005, -0.053, 0.021], [-0.068, 0.068, 0.032], [0.133, -0.107, -0.548], [0.027, -0.077, 0.081], [0.010, 0.011, -0.030], [0.006, 0.011, 0.018], [0.007, 0.038, 0.039], [0.023, -0.050, -0.004], [-0.053, 0.035, -0.083], [0.017, 0.041, 0.014], [0.000, 0.004, 0.008], [-0.005, 0.001, 0.012], [0.004, -0.003, -0.006], [0.013, -0.012, -0.010], [0.189, -0.282, -0.510], [-0.347, -0.013, -0.787], [0.208, -0.027, 0.032], [0.042, -0.056, 0.246], [-0.009, -0.039, 0.057], [0.067, 0.062, -0.140], [-0.001, -0.037, 0.069], [-0.013, -0.001, -0.072], [0.014, -0.004, 0.132], [-0.009, 0.014, -0.203], [0.002, -0.015, 0.048], [0.157, 0.081, 0.234], [-0.305, -0.329, -1.185], [-0.012, -0.004, 0.004], [0.001, 0.019, -0.028], [0.015, -0.001, -0.029], [-0.004, 0.003, -0.005], [-0.004, -0.004, 0.000], [-0.003, -0.002, -0.003], [0.001, 0.009, 0.003], [0.014, 0.008, -0.005], [-0.018, 0.016, -0.033]], "e_tot_ha": -2571.306237, "homo_lumo_gap_ha": [0.2524, 0.2526], "e_above_lowest_kcal_mol": 13.8, "e_homo_ev": [-11.442, -11.446], "charge": 1, "multiplicity": 1}

=====

Record 6
{"formula": "C3H10NO2", "method": "ωB97M-V/def2-TZVPD", "elements": ["C", "C", "C", "N", "H", "H", "H", "H", "H", "H", "H", "H", "O", "H", "H", "O"], "xyz": [[1.75322, -0.60684, 0.74740], [0.60648, -0.94073, 1.39721], [0.79287, -0.55446, -1.52705], [1.76847, -0.32793, -0.60765], [2.63913, -0.32699, 1.30492], [-0.37617, -0.92334, 0.94344], [0.71597, -1.49599, 2.32673], [0.71384, 0.19851, -2.29002], [0.24109, -1.47960, -1.49844], [2.26534, 0.52711, -0.81304], [-3.23519, -0.61393, -0.15842], [-3.25183, 0.69660, 0.40510], [-2.76599, -0.11855, 0.51461], [-0.88159, 1.62398, 0.40580], [-0.51980, 2.63673, -0.69372], [-0.46584, 1.70543, -0.45687]], "forces_ev_per_angstrom": [[-2.015, 0.344, 0.293], [1.094, -0.949, -0.026], [-0.207, -0.444, -0.179], [0.985, 1.215, 0.357], [0.310, -0.596, -0.255], [0.165, -0.184, -0.289], [-0.209, 0.675, 0.249], [-0.224, -0.302, -0.222], [-0.111, 0.114, 0.001], [0.322, -0.173, -0.030], [0.262, -0.795, -0.200], [0.052, 0.794, 0.397], [-0.386, -0.011, -0.135], [0.004, -0.122, 0.083], [-0.045, 0.031, 0.123], [0.002, 0.405, -0.167]], "s_squared": 0.762, "e_tot_ha": -325.426969, "homo_lumo_gap_ha": [0.2373, 0.3248], "e_above_lowest_kcal_mol": 11.5, "e_homo_ev": [-5.871, -8.302], "multiplicity": 2}